The following is a DFT calculation (ωB97M-V with the def2-TZVPD basis set) of a gas-phase ion, C3H7NOS (charge -2) at a distorted geometry.

## Properties
- HOMO: 0.71 eV
- SMILES: [O-]CNCC[S-]
- Total charge: -2
- Frontier orbital gap: 5.55 eV
- Energy relative to the best compared isomer or geometry (same formula, charge and spin): 20.9 kcal/mol
- Largest force on an atom: 0.0378 Eh/bohr

Structure (XYZ):
```
13
Properties=species:S:1:pos:R:3:forces:R:3
O 0.8650 -0.4622 2.8686 0.05 0.35 0.24
C -0.2123 -1.0418 2.4226 -0.25 0.31 -1.26
N -0.5780 -0.9297 0.8963 -0.13 -1.54 0.52
C -0.7867 0.1007 -0.0874 -0.12 0.74 1.02
C 0.4616 0.4355 -0.9003 -0.23 -0.82 -1.75
S 0.0990 1.2476 -2.5619 0.15 0.48 0.58
H -1.1944 -0.7527 2.8848 0.10 0.20 0.47
H -0.1691 -2.1697 2.4648 -0.24 -0.06 0.10
H -0.5315 -1.8675 0.5294 0.15 0.21 -0.42
H -1.5765 -0.1588 -0.8084 0.20 -0.31 0.01
H -1.2455 0.9672 0.4313 0.54 0.09 -0.16
H 1.3165 0.8050 -0.3328 -0.34 0.47 0.11
H 0.7894 -0.5326 -1.2975 0.13 -0.12 0.53
```
Positions in Å, forces in eV/Å.

Here are the Mulliken charges for atoms 1 to 8, given in e: -0.85, -0.51, -0.20, -0.51, -0.59, -0.86, 0.19, 0.15